[1]
21
Properties=species:S:1:pos:R:3:lowdin_charge:R:1 method="wB97M-V/def2-TZVPD" lumo_ev=-3.22 charge=+1 homo_energy_ha=-0.5132
C -0.986 0.596 0.923 -0.13
C -0.664 1.728 -0.049 -0.16
C 0.074 1.275 -1.326 -0.17
C 1.188 0.218 -1.229 -0.28
O 2.016 0.424 -0.132 -0.04
N -1.563 -0.614 0.210 0.18
H -0.080 0.181 1.371 0.12
H -1.639 0.874 1.738 0.13
H -0.153 2.537 0.451 0.13
H -1.646 2.012 -0.450 0.12
H -0.653 0.816 -2.004 0.11
H 0.476 2.161 -1.813 0.12
H 1.746 0.252 -2.168 0.13
H 0.770 -0.807 -1.260 0.11
H 2.945 0.174 -0.191 0.11
H -1.701 -0.430 -0.785 0.15
H -0.923 -1.420 0.278 0.10
H -2.469 -0.909 0.578 0.17
H -0.506 -2.979 2.111 0.06
H 0.853 -2.690 1.594 0.09
O -0.080 -2.696 1.306 -0.03


[2]
119
Properties=species:S:1:pos:R:3:lowdin_charge:R:1 method="wB97M-V/def2-TZVPD" lumo_ev=4.06 charge=-2 homo_energy_ha=-0.0125
Ti -0.099 1.861 -0.985 -0.13
F 1.191 -3.535 2.244 -0.40
Ge 0.805 -1.857 1.278 0.90
C -1.192 -2.070 1.496 -0.27
C -1.583 -3.018 2.432 -0.13
C -2.913 -3.281 2.705 -0.10
C -3.896 -2.563 2.046 -0.09
C -3.533 -1.618 1.112 -0.10
C -2.191 -1.364 0.818 -0.36
P -1.810 -0.220 -0.566 1.08
C -3.341 0.767 -0.596 -0.38
C -3.665 1.458 0.573 -0.13
C -4.704 2.365 0.581 -0.09
C -5.411 2.620 -0.585 -0.10
C -5.098 1.936 -1.747 -0.09
C -4.075 1.003 -1.755 -0.09
C -2.029 -1.481 -1.867 -0.33
C -3.232 -2.108 -2.186 -0.08
C -3.256 -3.098 -3.147 -0.09
C -2.093 -3.479 -3.799 -0.09
C -0.888 -2.875 -3.473 -0.08
C -0.861 -1.894 -2.506 -0.12
C 1.458 -2.862 -0.380 -0.26
C 0.972 -4.156 -0.423 -0.12
C 1.401 -5.058 -1.382 -0.09
C 2.333 -4.661 -2.327 -0.10
C 2.785 -3.358 -2.329 -0.10
C 2.369 -2.440 -1.360 -0.41
P 2.601 -0.624 -1.613 0.83
C 3.543 -0.619 -3.183 -0.48
C 4.905 -0.383 -3.315 -0.09
C 5.449 -0.149 -4.566 -0.10
C 4.648 -0.154 -5.696 -0.10
C 3.292 -0.416 -5.577 -0.09
C 2.751 -0.647 -4.332 -0.19
C 3.943 -0.378 -0.378 -0.39
C 4.390 0.905 -0.073 -0.12
C 5.363 1.099 0.889 -0.08
C 5.894 0.020 1.577 -0.10
C 5.447 -1.258 1.287 -0.11
C 4.484 -1.458 0.316 -0.10
C 1.659 -0.982 2.886 -0.29
C 2.825 -1.524 3.395 -0.12
C 3.423 -0.992 4.520 -0.09
C 2.821 0.067 5.180 -0.09
C 1.654 0.613 4.679 -0.10
C 1.082 0.119 3.511 -0.39
P -0.394 0.952 2.772 1.03
C -1.408 1.007 4.333 -0.33
C -1.475 2.029 5.277 -0.10
C -2.343 1.936 6.351 -0.10
C -3.155 0.825 6.506 -0.12
C -3.096 -0.200 5.576 -0.09
C -2.235 -0.102 4.502 -0.09
C 0.239 2.675 2.781 -0.39
C -0.690 3.715 2.800 -0.13
C -0.267 5.030 2.793 -0.09
C 1.086 5.326 2.746 -0.12
C 2.012 4.299 2.682 -0.12
C 1.592 2.979 2.686 -0.12
H -0.822 -3.568 2.960 0.09
H -3.177 -4.039 3.431 0.10
H -4.943 -2.736 2.259 0.10
H -4.308 -1.053 0.612 0.10
H -3.085 1.282 1.473 0.09
H -4.952 2.890 1.494 0.10
H -6.199 3.361 -0.590 0.09
H -5.632 2.147 -2.663 0.10
H -3.834 0.480 -2.672 0.10
H -4.147 -1.813 -1.691 0.10
H -4.193 -3.578 -3.398 0.09
H -2.126 -4.245 -4.563 0.09
H 0.024 -3.161 -3.978 0.10
H 0.083 -1.419 -2.247 0.05
H 0.267 -4.477 0.330 0.09
H 1.020 -6.071 -1.378 0.09
H 2.715 -5.368 -3.055 0.09
H 3.509 -3.045 -3.072 0.10
H 5.533 -0.356 -2.435 0.10
H 6.507 0.059 -4.659 0.09
H 5.073 0.061 -6.666 0.09
H 2.656 -0.417 -6.453 0.10
H 1.689 -0.838 -4.234 0.09
H 3.969 1.763 -0.589 0.03
H 5.704 2.103 1.106 0.10
H 6.649 0.169 2.338 0.09
H 5.850 -2.112 1.817 0.10
H 4.153 -2.464 0.097 0.10
H 3.246 -2.385 2.899 0.09
H 4.355 -1.405 4.883 0.09
H 3.260 0.467 6.086 0.09
H 1.190 1.442 5.197 0.10
H -0.857 2.912 5.173 0.10
H -2.386 2.741 7.075 0.09
H -3.838 0.762 7.344 0.09
H -3.723 -1.075 5.682 0.10
H -2.200 -0.899 3.772 0.07
H -1.746 3.478 2.798 0.11
H -0.996 5.830 2.819 0.10
H 1.416 6.355 2.723 0.09
H 3.067 4.521 2.615 0.10
H 2.326 2.189 2.611 0.10
Te 2.049 2.156 -2.720 0.34
Te 1.284 4.188 -1.029 0.21
Cl 1.087 0.518 0.496 0.27
F -1.079 2.472 0.381 -0.53
Se -1.982 4.011 -1.925 0.91
N -1.209 2.409 -2.389 -0.50
C -1.809 1.960 -3.526 -0.39
C -1.439 0.807 -4.197 -0.07
C -2.141 0.417 -5.330 -0.14
C -3.187 1.200 -5.797 -0.15
C -3.557 2.369 -5.163 -0.08
C -2.878 2.796 -4.007 -0.47
N -3.159 3.897 -3.312 -0.30
H -0.595 0.224 -3.840 0.07
H -1.872 -0.499 -5.838 0.08
H -3.720 0.894 -6.692 0.08
H -4.374 2.967 -5.543 0.09


[3]
31
Properties=species:S:1:pos:R:3:lowdin_charge:R:1 method="wB97M-V/def2-TZVPD" smiles="CCCCCC=O.O.O.O.O" lumo_ev=0.17 homo_energy_ha=-0.3664
C 1.828 -0.780 0.341 -0.08
C 0.524 -0.837 -0.577 -0.20
C -0.741 0.050 -0.234 -0.27
C -0.540 1.400 0.191 -0.25
C -1.709 2.383 0.008 -0.13
C -1.945 2.339 -1.478 -0.30
O -2.562 1.540 -2.121 0.05
H 1.982 0.237 0.566 0.03
H 2.698 -0.910 -0.382 0.10
H 1.871 -1.274 1.242 0.04
H 0.054 -1.985 -0.511 0.11
H 0.703 -0.524 -1.727 0.15
H -1.193 -0.470 0.529 0.07
H -1.411 -0.139 -1.095 0.12
H 0.311 1.830 -0.382 0.11
H -0.136 1.293 1.135 0.09
H -2.701 2.131 0.477 0.13
H -1.359 3.365 0.568 0.15
H -1.376 3.081 -2.161 0.15
O 1.509 -3.887 -0.760 -0.07
H 1.490 -2.943 -1.002 0.00
H 0.588 -4.136 -0.615 0.02
O 1.911 1.795 -2.263 -0.09
H 1.409 1.351 -1.597 -0.06
H 2.862 1.777 -1.820 0.12
O -1.508 -3.162 0.161 -0.06
H -2.208 -3.644 0.681 0.08
H -1.890 -2.294 0.275 0.01
O 0.589 0.595 4.454 -0.05
H 0.570 1.591 4.469 0.07
H 0.380 0.223 3.630 -0.02